Density functional theory data (ωB97M-V/def2-TZVPD) for a 19-piece molecular cluster, C76H152O28S9 overall.

Each line ends with the Löwdin charge.
Positions of all 265 atoms, in Å:
S: -6.72 1.42 3.34  0.682
S: -3.12 -1.84 -4.94  0.667
S: -1.70 -5.42 1.69  0.662
S: 4.28 -1.83 0.89  0.736
S: 2.03 4.68 0.50  0.719
S: -0.36 -0.04 -0.07  0.652
S: 8.04 2.67 4.27  0.627
S: -1.49 7.23 1.33  0.672
S: 0.13 -4.71 -4.17  0.707
O: -0.50 2.07 -4.82  -0.154
O: -0.35 -4.02 -2.94  -0.363
O: -0.44 8.18 1.72  -0.339
O: 8.62 2.48 2.96  -0.312
O: 0.42 -1.08 0.55  -0.328
O: 2.79 3.73 -0.30  -0.326
O: -1.46 6.69 0.01  -0.322
O: -1.77 -2.03 -5.52  -0.323
O: 4.51 -1.46 -3.94  -0.162
O: -2.33 -6.67 1.43  -0.307
O: 4.41 -0.38 0.84  -0.339
O: 0.59 4.39 0.66  -0.339
O: 2.55 2.09 4.74  -0.134
O: -7.57 2.15 2.48  -0.328
O: -1.56 0.34 0.63  -0.314
O: 2.13 -6.76 -0.91  -0.202
O: -4.34 3.54 0.55  -0.171
O: 0.51 1.83 -7.99  -0.156
O: -6.15 -2.74 6.31  -0.148
O: -3.42 -0.68 -4.16  -0.332
O: 5.70 4.12 0.86  -0.168
O: 8.91 3.00 5.38  -0.304
O: -4.75 -1.02 -0.61  -0.155
O: -6.92 1.57 4.83  -0.354
O: -0.87 -5.33 -5.01  -0.333
O: -0.50 -5.43 2.53  -0.344
O: 5.50 -2.66 1.17  -0.361
O: -1.20 -0.49 5.10  -0.152
C: 2.86 4.97 2.02  -0.197
C: -5.79 -2.04 -0.49  -0.138
C: -1.58 5.81 2.39  -0.275
C: -5.34 4.09 -0.18  -0.261
C: 0.45 2.01 3.65  -0.104
C: 6.02 3.40 5.67  -0.183
C: 2.79 7.22 0.97  -0.162
C: -3.17 3.34 -0.19  -0.164
C: 2.17 6.35 -0.19  -0.161
C: 3.29 -7.62 0.95  -0.173
C: -0.43 -1.18 6.16  -0.172
C: 1.17 -7.22 0.04  -0.209
C: 4.31 -0.22 -3.26  -0.170
C: 6.20 1.86 5.91  -0.179
C: 2.14 0.66 -6.71  -0.110
C: 3.46 -7.06 -0.44  -0.181
C: -5.39 -0.72 3.36  -0.218
C: -4.66 4.82 -1.31  -0.150
C: 5.52 2.76 0.92  -0.282
C: 6.45 -0.31 -4.49  -0.127
C: -3.16 7.83 1.76  -0.232
C: 0.75 1.32 -0.46  -0.214
C: 1.88 1.86 -7.68  -0.190
C: 1.16 2.09 5.00  -0.195
C: -4.24 -2.29 -6.24  -0.243
C: 6.75 4.52 -0.08  -0.156
C: 5.50 0.62 -3.71  -0.150
C: 0.64 -0.08 -2.51  -0.171
C: -2.89 -4.31 2.42  -0.180
C: 7.41 3.22 -0.43  -0.125
C: 1.88 -8.19 0.98  -0.158
C: -2.67 -3.76 0.00  -0.209
C: 6.69 3.79 4.33  -0.219
C: -3.83 6.62 2.34  -0.217
C: -1.80 2.11 -5.26  -0.239
C: -1.19 -1.45 4.00  -0.178
C: 2.65 -3.84 1.49  -0.162
C: -2.02 3.39 -6.14  -0.117
C: -4.40 0.31 2.76  -0.187
C: -5.39 0.13 -1.07  -0.238
C: -1.39 -4.56 0.17  -0.207
C: 2.71 0.96 3.89  -0.183
C: 2.29 -3.54 -0.06  -0.149
C: -5.28 -3.66 5.66  -0.234
C: 0.85 1.34 -1.97  -0.206
C: 2.59 -5.58 -4.77  -0.195
C: 0.52 -2.13 5.46  -0.162
C: -0.11 3.40 -4.52  -0.195
C: -0.67 -0.49 -1.75  -0.199
C: -6.78 -0.33 2.88  -0.203
C: -4.27 -4.26 -4.73  -0.160
C: 1.47 -5.89 -3.79  -0.212
C: -0.32 -2.72 4.29  -0.124
C: -5.94 -2.99 7.70  -0.188
C: -3.09 -3.23 1.33  -0.187
C: -4.45 -3.35 7.86  -0.138
C: -4.09 -3.80 -6.22  -0.218
C: -6.48 -0.28 -1.99  -0.188
C: 6.20 2.19 -0.31  -0.122
C: 1.16 -3.66 -5.18  -0.254
C: 2.45 6.44 2.27  -0.187
C: -3.40 3.94 -1.61  -0.115
C: 0.10 0.47 -8.00  -0.207
C: -3.95 -3.69 6.43  -0.143
C: 5.88 -1.72 -4.09  -0.191
C: 3.44 -2.63 -0.55  -0.189
C: 3.09 -2.48 2.10  -0.227
C: -5.00 1.70 2.94  -0.217
C: -0.85 4.32 -5.55  -0.108
C: -3.61 -3.16 -3.81  -0.189
C: 2.61 -4.03 -4.95  -0.195
C: 1.50 1.12 2.95  -0.145
C: 0.87 -0.20 -6.92  -0.163
C: -2.79 5.93 3.22  -0.210
C: 7.05 1.36 4.75  -0.260
C: -6.91 -1.63 -1.56  -0.130
H: 1.01 -1.30 -7.12  0.119
H: -6.14 3.42 -0.53  0.125
H: 3.46 -4.57 1.57  0.095
H: -2.53 6.41 4.22  0.143
H: 2.22 -4.40 -0.77  0.097
H: -4.98 2.26 1.96  0.097
H: -0.99 0.53 -7.80  0.123
H: -4.91 -4.26 -6.80  0.124
H: 2.53 4.35 2.79  0.078
H: 3.25 -6.79 1.68  0.104
H: -6.61 -3.80 7.98  0.122
H: -3.03 3.79 -6.09  0.092
H: -3.13 4.88 3.42  0.128
H: 1.69 1.13 0.10  0.096
H: -2.61 2.27 -4.48  0.125
H: 0.95 1.32 5.72  0.102
H: 1.06 3.03 5.46  0.107
H: 7.33 5.35 0.30  0.115
H: 0.89 -2.89 6.19  0.125
H: -4.35 5.84 -1.03  0.106
H: -3.43 -4.65 6.32  0.113
H: 2.97 -3.47 -4.10  0.100
H: -4.53 2.31 3.68  0.095
H: 2.44 -6.19 -5.73  0.142
H: 8.18 3.02 0.35  0.110
H: -2.35 3.85 0.36  0.108
H: 2.62 0.09 4.47  0.078
H: -4.21 -2.65 -3.00  0.102
H: 5.25 1.41 5.93  0.080
H: -4.26 0.11 1.69  0.093
H: -2.54 4.48 -2.11  0.120
H: -0.62 -3.86 0.42  0.083
H: 2.43 8.20 0.99  0.089
H: 0.71 -3.79 -6.21  0.131
H: -1.03 -1.54 -1.78  0.096
H: 3.05 -1.83 -1.14  0.057
H: -1.28 5.18 -5.08  0.085
H: 2.43 1.68 -8.60  0.114
H: 7.92 3.28 -1.40  0.109
H: 1.21 6.71 -0.45  0.068
H: -6.99 -0.36 1.83  0.075
H: -5.86 4.73 0.53  0.117
H: -0.81 -0.93 3.12  0.092
H: -0.87 -3.59 4.67  0.096
H: -2.62 -2.36 1.69  0.088
H: 3.59 0.78 3.26  0.115
H: 0.00 -0.40 6.82  0.119
H: 3.41 0.24 -3.57  0.088
H: -4.72 7.08 2.91  0.145
H: 1.27 -8.16 1.91  0.124
H: 6.48 1.06 3.86  0.108
H: 0.97 3.43 -4.64  0.121
H: 0.44 3.02 3.25  0.081
H: 5.50 2.24 -1.10  0.088
H: -4.12 -2.95 1.26  0.078
H: -7.30 0.44 -1.89  0.126
H: -2.61 -3.46 -3.47  0.065
H: -7.86 -1.59 -1.04  0.102
H: 6.32 -0.28 -5.55  0.085
H: 0.88 -6.36 0.64  0.086
H: -3.65 8.18 0.80  0.122
H: 3.03 0.09 -7.14  0.129
H: 4.54 2.43 0.66  0.078
H: -3.41 -2.89 5.91  0.093
H: -3.78 -5.23 -4.65  0.107
H: 3.22 -3.80 -5.80  0.111
H: -3.41 -4.48 -0.37  0.123
H: 7.55 -0.13 -4.26  0.130
H: -5.28 -0.76 4.45  0.113
H: 3.52 -2.56 3.11  0.116
H: -2.43 -3.93 3.30  0.051
H: 1.34 -3.06 -0.11  0.054
H: 1.37 6.38 2.33  0.065
H: 4.07 -8.36 1.27  0.127
H: 5.85 2.19 1.77  0.094
H: -6.99 -2.35 -2.45  0.130
H: -6.12 -0.23 -2.96  0.079
H: 1.55 -0.67 -2.28  0.103
H: -6.18 -1.99 0.51  0.091
H: -1.55 0.07 -2.14  0.114
H: 6.06 -2.44 -4.85  0.105
H: -0.42 3.63 -3.53  0.089
H: 0.31 -7.73 -0.43  0.135
H: 0.17 -3.21 3.44  0.086
H: -1.17 -1.80 6.67  0.108
H: -3.05 2.30 -0.29  0.083
H: 1.85 1.53 1.99  0.091
H: 2.20 -1.87 2.17  0.065
H: 2.34 1.04 -5.80  0.043
H: 7.85 0.61 4.94  0.126
H: -2.54 -3.03 -0.76  0.090
H: -3.82 -4.88 2.61  0.122
H: -3.16 -3.97 -6.65  0.084
H: 6.13 4.99 -0.86  0.118
H: -5.26 4.94 -2.22  0.113
H: -1.84 3.22 -7.21  0.090
H: -0.60 1.59 3.55  0.124
H: 6.43 3.99 6.55  0.134
H: -3.79 -2.49 8.16  0.116
H: 1.85 1.62 -2.30  0.113
H: -3.40 0.31 3.22  0.111
H: 1.87 -9.24 0.57  0.125
H: 0.18 -0.17 -6.11  0.061
H: -4.29 -4.10 8.59  0.089
H: 3.91 4.87 1.86  0.078
H: 3.86 7.24 0.94  0.101
H: 1.64 -5.71 -2.72  0.077
H: -5.16 -1.77 3.17  0.080
H: -5.12 -3.28 4.64  0.079
H: 6.50 1.19 -0.08  0.102
H: -3.97 -1.76 -7.16  0.114
H: 1.04 0.15 2.71  0.081
H: -2.15 -1.75 3.87  0.052
H: 0.26 0.03 -8.99  0.118
H: 6.65 1.86 6.91  0.121
H: 2.08 2.81 -7.17  0.119
H: 1.77 -4.16 2.05  0.082
H: 4.43 -0.30 -2.21  0.094
H: -2.99 8.77 2.35  0.120
H: 6.12 3.58 3.43  0.083
H: 3.56 -5.94 -4.50  0.095
H: 2.89 6.94 3.14  0.126
H: -5.76 0.78 -0.23  0.124
H: -5.33 -4.31 -4.47  0.105
H: -0.16 4.58 -6.44  0.128
H: -4.29 6.00 1.58  0.091
H: 1.05 -6.88 -3.96  0.105
H: 4.94 3.58 5.61  0.097
H: -4.57 0.70 -1.55  0.128
H: 6.31 -1.98 -3.10  0.128
H: -1.19 -5.22 -0.67  0.104
H: -5.28 -2.02 -6.01  0.116
H: -1.65 5.05 1.57  0.081
H: -0.64 5.62 2.90  0.095
H: 5.97 1.03 -2.86  0.067
H: -5.88 -4.66 5.50  0.148
H: -3.73 3.25 -2.40  0.090
H: 7.01 4.77 4.32  0.079
H: 3.97 -7.78 -1.13  0.133
H: 4.22 -3.12 -1.07  0.083
H: -6.21 -2.08 8.16  0.106
H: -7.69 -0.63 3.45  0.125
H: 2.84 6.22 -1.04  0.105
H: -1.98 1.17 -5.72  0.084
H: 0.47 -0.04 -3.55  0.081
H: 5.32 1.50 -4.33  0.109
H: 0.93 -2.62 -4.88  0.093
H: 0.37 2.25 -0.06  0.069
H: 1.45 -1.66 5.15  0.082
H: 3.97 -6.07 -0.36  0.115
H: -5.31 -2.99 -0.68  0.095
H: 0.07 1.98 -2.48  0.109

## Properties
Frontier orbital gap (eV): 9.6
Total energy (eV): -236112.5081
LUMO level (eV): 0.1850